{
  "formula": "C38H42InN5O2P",
  "method": "wB97M-V/def2-TZVPD",
  "symbols": ["In", "C", "C", "C", "C", "C", "N", "C", "C", "C", "N", "C", "C", "C", "C", "C", "C", "C", "C", "N", "C", "C", "C", "N", "C", "C", "C", "C", "O", "C", "O", "H", "H", "H", "H", "H", "H", "H", "H", "H", "H", "H", "H", "H", "H", "H", "H", "H", "H", "H", "H", "H", "H", "H", "H", "H", "H", "H", "H", "C", "P", "C", "C", "C", "C", "C", "C", "C", "C", "C", "C", "C", "C", "H", "H", "H", "H", "H", "H", "H", "H", "H", "H", "H", "H", "H", "N", "C", "H"],
  "xyz": [[-1.238, -0.222, -0.121], [-5.675, 4.149, -1.848], [-4.764, 3.260, -1.059], [-4.036, 3.650, -0.018], [-3.168, 2.730, 0.741], [-1.915, 3.110, 1.162], [-1.313, 4.242, 0.823], [0.131, 4.429, 0.901], [0.830, 4.178, -0.441], [0.686, 2.731, -0.933], [1.709, 2.456, -1.958], [2.472, 1.432, -2.068], [2.423, 0.151, -1.341], [3.534, -0.130, -0.645], [3.799, -1.383, 0.095], [5.050, -1.315, 0.950], [2.565, -2.077, 0.759], [1.159, -2.087, -1.229], [-0.101, -2.789, -1.257], [-1.258, -2.285, -0.988], [-2.389, -3.199, -0.729], [-3.401, -3.270, -1.873], [-3.664, -1.918, -2.521], [-3.871, -0.847, -1.542], [-4.701, -0.556, -0.606], [-4.187, 0.831, -0.376], [-4.660, 1.824, -1.501], [-3.443, 1.340, 0.795], [-2.800, 0.463, 1.455], [1.206, -0.715, -1.476], [0.148, -0.052, -1.803], [-5.722, 5.150, -1.424], [-6.688, 3.741, -1.871], [-5.336, 4.228, -2.884], [-4.079, 4.685, 0.309], [-1.323, 2.406, 1.738], [-1.849, 4.945, 0.331], [0.514, 3.746, 1.655], [0.353, 5.440, 1.234], [1.887, 4.423, -0.307], [0.428, 4.861, -1.193], [-0.299, 2.549, -1.363], [0.857, 2.024, -0.123], [1.906, 3.232, -2.584], [3.294, 1.563, -2.771], [4.356, 0.586, -0.679], [5.909, -0.979, 0.365], [5.289, -2.296, 1.360], [4.908, -0.616, 1.778], [2.904, -2.732, 1.563], [-0.044, -3.867, -1.397], [-2.890, -2.822, 0.165], [-2.042, -4.208, -0.498], [-4.319, -3.709, -1.479], [-3.048, -3.928, -2.668], [-4.513, -1.971, -3.200], [-2.789, -1.603, -3.085], [-5.522, -1.155, -0.221], [-5.594, 1.512, -1.971], [0.209, -2.526, 2.278], [1.033, -1.185, 1.352], [2.298, -2.869, -0.581], [3.730, -2.502, -1.052], [4.765, -3.574, -0.922], [4.462, -4.820, -0.584], [3.073, -5.209, -0.307], [2.070, -4.339, -0.336], [1.615, -0.041, 2.628], [1.140, 1.263, 2.693], [1.611, 2.143, 3.658], [2.574, 1.719, 4.562], [3.039, 0.410, 4.521], [2.566, -0.469, 3.558], [0.856, -2.862, 3.087], [-0.006, -3.372, 1.625], [-0.723, -2.153, 2.703], [3.781, -2.076, -2.055], [5.784, -3.294, -1.166], [5.234, -5.576, -0.528], [2.870, -6.246, -0.067], [1.081, -4.687, -0.062], [0.365, 1.569, 2.002], [1.230, 3.156, 3.719], [2.958, 2.405, 5.307], [3.768, 0.071, 5.246], [2.931, -1.490, 3.551], [-3.431, 1.484, -2.287], [-3.061, 0.419, -1.392], [-3.502, 1.311, -3.281]],
  "forces_ev_per_a": [[0.1, -0.5, -0.9], [0.0, 0.0, 0.0], [0.0, 0.0, -0.2], [0.1, 0.0, 0.1], [-0.4, -0.1, 0.2], [0.2, 0.1, -0.1], [0.0, 0.0, 0.2], [0.0, 0.0, -0.1], [0.0, -0.1, 0.0], [0.0, 0.1, 0.0], [-0.2, 0.1, 0.2], [0.1, -0.2, -0.1], [-0.1, 0.0, -0.1], [0.0, 0.1, 0.2], [0.0, -0.2, -0.1], [-0.1, 0.1, 0.0], [-0.2, 0.3, -0.5], [0.2, 0.1, -0.2], [0.0, 0.0, 0.0], [-0.2, 0.0, 0.6], [0.0, 0.0, -0.3], [0.1, 0.1, 0.1], [0.0, -0.1, 0.1], [-0.1, 0.0, -0.3], [-0.2, 0.2, 0.1], [-0.3, 0.1, -0.3], [0.2, -0.1, -0.1], [0.1, 0.2, 0.0], [0.5, 0.0, 0.0], [0.1, -0.2, -0.1], [-0.2, 0.4, 0.2], [0.0, 0.0, 0.0], [0.0, 0.0, 0.0], [0.0, 0.0, 0.0], [-0.1, -0.1, 0.0], [0.0, 0.0, 0.0], [0.0, 0.0, 0.0], [0.0, 0.0, 0.1], [-0.1, 0.0, 0.0], [0.0, 0.0, 0.0], [0.1, 0.0, 0.0], [0.0, 0.0, -0.1], [0.1, -0.1, 0.0], [0.0, 0.0, 0.0], [-0.1, 0.0, -0.1], [0.0, -0.1, 0.0], [0.0, 0.0, 0.0], [0.0, 0.0, 0.0], [0.0, 0.0, 0.0], [0.1, 0.0, 0.0], [0.0, 0.0, -0.1], [0.0, 0.0, 0.1], [0.1, 0.0, 0.0], [0.0, 0.0, -0.1], [0.0, 0.0, 0.0], [-0.1, 0.1, 0.0], [0.0, 0.1, -0.1], [0.0, 0.0, 0.0], [0.0, -0.1, 0.0], [0.0, 0.0, -0.1], [-0.2, 0.1, 0.6], [0.1, 0.0, 0.4], [0.1, 0.0, 0.2], [0.0, 0.2, 0.0], [-0.1, -0.1, 0.0], [0.2, -0.1, 0.0], [-0.2, 0.2, -0.1], [0.1, -0.1, 0.0], [0.0, 0.0, 0.1], [0.0, 0.0, -0.1], [0.0, 0.0, 0.0], [0.0, -0.1, 0.0], [0.0, 0.0, 0.0], [0.0, 0.0, 0.0], [0.0, 0.0, 0.0], [0.0, 0.0, 0.0], [0.0, 0.0, 0.0], [0.0, 0.0, 0.0], [0.0, 0.0, 0.0], [0.0, 0.0, 0.0], [0.1, 0.0, 0.0], [0.1, 0.0, -0.1], [0.0, 0.0, 0.0], [0.0, 0.0, 0.0], [0.0, 0.0, 0.0], [0.0, 0.0, 0.0], [-0.2, 0.0, 0.2], [0.4, 0.0, 0.3], [0.1, 0.0, 0.0]],
  "mulliken_charge": [1.9983, -1.6944, -0.2159, -0.7739, -0.2447, -0.5780, -0.0504, -0.3035, -0.8311, 1.3087, 0.0864, -1.6023, 1.2998, -1.6594, 1.7161, -2.0561, -1.6944, -1.1494, -0.7615, 0.1468, -0.9497, -0.9782, -0.7511, 0.2136, -1.0512, 1.2161, -0.0842, 0.1631, -0.8586, 0.8721, -1.0450, 0.4235, 0.3710, 0.3655, 0.6465, 1.1646, 0.3095, -0.3841, 0.4876, 0.4850, 0.4103, 0.0145, -0.8750, 0.4110, 0.6142, 0.6024, 0.4531, 0.5106, 0.4407, 1.4018, 1.1505, 0.2927, 0.7207, 0.4281, 0.3894, 0.4786, 0.3389, 0.5490, 0.6341, -1.3738, 1.2437, 2.8285, 0.0294, -1.5401, -0.6345, -1.0009, -1.0146, 0.2999, 1.3345, -0.5132, -0.9907, -0.7871, -0.9615, 0.4656, 0.3398, 0.4992, 0.2509, 0.5332, 0.4817, 0.4855, 0.2354, -1.0826, 0.5149, 0.4358, 0.4794, 0.4156, -0.4783, -0.4009, 0.3824],
  "spin_multiplicity": 1,
  "charge": 3,
  "energy_ha": -2427.8846,
  "max_force_ha_per_bohr": 0.0209,
  "orbital_gap_ev": 6.243,
  "homo_ev": -15.4
}

***

{
  "formula": "C38H42N10O3V",
  "method": "wB97M-V/def2-TZVPD",
  "symbols": ["V", "C", "O", "C", "C", "O", "C", "H", "H", "H", "H", "H", "H", "H", "H", "H", "H", "N", "C", "C", "C", "C", "C", "N", "C", "C", "C", "C", "C", "N", "H", "H", "H", "H", "H", "H", "H", "H", "H", "C", "C", "C", "C", "C", "C", "N", "H", "H", "H", "H", "H", "H", "H", "H", "N", "C", "C", "C", "N", "C", "N", "C", "C", "C", "C", "C", "N", "C", "O", "N", "C", "C", "C", "C", "N", "C", "C", "C", "H", "H", "H", "H", "H", "H", "H", "H", "H", "H", "H", "H", "H", "C", "H", "H"],
  "xyz": [[1.374, 1.267, -0.280], [1.113, -1.072, 2.406], [1.336, 0.262, 1.992], [1.025, 1.220, 2.982], [1.945, 2.403, 2.792], [1.909, 2.840, 1.451], [2.969, 3.752, 1.200], [1.882, -1.376, 3.128], [1.174, -1.699, 1.518], [0.125, -1.174, 2.865], [1.232, 0.805, 3.979], [-0.036, 1.488, 2.920], [2.973, 2.107, 3.041], [1.652, 3.228, 3.458], [2.952, 4.550, 1.953], [2.811, 4.171, 0.213], [3.928, 3.226, 1.227], [1.204, -4.633, 0.570], [2.421, -4.091, 0.138], [3.530, -4.949, 0.160], [4.746, -4.457, -0.262], [4.834, -3.143, -0.703], [3.684, -2.374, -0.676], [2.504, -2.824, -0.243], [-0.108, -4.256, 0.297], [-1.110, -5.207, 0.553], [-2.415, -4.873, 0.274], [-2.704, -3.614, -0.246], [-1.646, -2.746, -0.443], [-0.379, -3.048, -0.164], [1.282, -5.612, 0.793], [3.421, -5.978, 0.481], [5.620, -5.101, -0.258], [5.761, -2.707, -1.047], [3.701, -1.338, -0.992], [-0.854, -6.184, 0.943], [-3.207, -5.591, 0.455], [-3.714, -3.307, -0.476], [-1.808, -1.745, -0.827], [3.819, 1.778, -2.723], [4.367, 1.388, -1.384], [5.718, 1.340, -1.090], [5.822, 0.823, 0.218], [4.529, 0.587, 0.646], [4.217, -0.194, 1.887], [3.616, 0.953, -0.319], [4.621, 1.690, -3.462], [3.434, 2.799, -2.747], [2.993, 1.136, -3.024], [6.515, 1.608, -1.769], [6.718, 0.573, 0.769], [5.133, -0.692, 2.216], [3.483, -0.968, 1.689], [3.845, 0.394, 2.733], [1.044, -0.265, -1.648], [0.887, -1.138, -2.392], [0.696, -2.156, -3.339], [0.879, -3.515, -3.021], [1.035, -4.642, -2.808], [0.322, -1.825, -4.656], [0.016, -1.576, -5.745], [-6.548, -0.658, -2.475], [-6.237, 0.520, -1.593], [-7.037, 0.845, -0.504], [-6.725, 1.913, 0.322], [-5.606, 2.705, 0.073], [-5.384, 3.806, 0.930], [-4.296, 4.673, 1.053], [-4.518, 5.852, 1.340], [-3.031, 4.198, 0.881], [-2.511, 2.869, 1.043], [-3.094, 1.951, 1.951], [-2.537, 0.646, 1.885], [-1.445, 0.392, 1.107], [-0.783, 1.320, 0.346], [-1.422, 2.535, 0.287], [-4.811, 2.403, -1.036], [-5.123, 1.318, -1.834], [-7.525, -1.080, -2.235], [-5.805, -1.449, -2.357], [-6.550, -0.378, -3.530], [-7.912, 0.243, -0.284], [-7.344, 2.129, 1.186], [-6.223, 4.256, 1.266], [-2.344, 4.938, 0.876], [-3.938, 2.202, 2.571], [-2.976, -0.176, 2.439], [-1.051, -0.614, 1.054], [-0.981, 3.252, -0.396], [-3.942, 2.992, -1.262], [-4.473, 1.092, -2.671], [1.152, 2.693, -1.568], [0.501, 2.636, -2.456], [1.685, 3.658, -1.611]],
  "forces_ev_per_a": [[0.1, 0.2, 0.7], [-0.1, 0.0, 0.0], [0.1, -0.1, -0.1], [0.1, 0.1, 0.0], [0.1, 0.0, 0.0], [-0.2, 0.0, 0.0], [0.0, -0.1, -0.1], [0.0, 0.0, 0.0], [0.0, 0.0, 0.0], [0.0, 0.0, 0.0], [-0.1, 0.0, 0.0], [0.1, 0.0, 0.0], [-0.1, 0.1, 0.0], [0.0, -0.1, 0.0], [0.0, 0.0, 0.0], [0.0, 0.0, -0.1], [0.0, 0.0, 0.0], [0.1, 0.0, 0.1], [0.1, 0.1, -0.1], [0.0, 0.0, 0.0], [0.1, 0.0, 0.0], [0.0, -0.1, 0.0], [0.0, 0.0, 0.0], [-0.1, -0.3, 0.1], [0.0, 0.0, -0.1], [-0.1, 0.0, 0.0], [0.0, 0.0, 0.0], [0.0, 0.0, 0.0], [0.0, 0.0, 0.0], [0.1, 0.0, 0.0], [0.0, 0.1, 0.0], [0.0, 0.0, 0.0], [0.0, 0.0, 0.0], [0.0, 0.0, 0.0], [0.0, 0.1, 0.0], [0.0, 0.0, 0.0], [0.0, 0.0, 0.0], [0.0, 0.0, 0.0], [0.0, 0.0, 0.0], [0.0, 0.0, 0.0], [0.0, 0.1, -0.1], [0.1, 0.0, -0.1], [0.0, 0.0, 0.0], [0.0, -0.1, 0.1], [0.1, 0.1, 0.1], [0.0, 0.0, -0.1], [0.0, 0.0, 0.0], [0.0, 0.0, 0.0], [0.0, 0.0, 0.0], [0.0, 0.0, 0.0], [0.0, 0.0, 0.0], [0.0, 0.0, 0.0], [0.0, -0.1, 0.0], [0.0, -0.1, 0.0], [-0.1, -0.6, -0.3], [0.1, 0.3, 0.2], [0.0, 0.1, 0.1], [0.1, -0.1, 0.1], [0.0, -0.1, 0.1], [0.0, 0.0, -0.2], [0.0, 0.0, 0.0], [0.0, 0.0, 0.0], [0.0, 0.0, 0.0], [0.0, 0.0, 0.0], [0.1, 0.0, 0.0], [0.1, 0.0, 0.1], [0.1, 0.0, -0.1], [0.2, 0.0, 0.0], [0.0, -0.2, -0.1], [-0.3, 0.0, 0.0], [-0.1, 0.1, -0.2], [0.0, 0.0, 0.0], [0.0, -0.1, -0.1], [0.0, -0.3, -0.1], [0.0, 0.3, 0.1], [-0.1, 0.1, 0.1], [-0.1, 0.0, 0.3], [0.0, 0.0, 0.0], [0.0, 0.0, 0.0], [0.0, 0.0, 0.0], [0.0, 0.0, 0.0], [0.0, 0.0, 0.0], [0.0, 0.0, 0.0], [0.2, 0.0, -0.1], [-0.1, 0.0, 0.0], [-0.1, 0.0, 0.0], [0.0, 0.0, 0.0], [0.1, 0.0, 0.0], [0.0, 0.0, 0.0], [0.2, 0.2, 0.0], [0.0, 0.0, 0.0], [0.1, 0.1, -0.2], [0.0, 0.0, 0.0], [0.0, 0.1, 0.1]],
  "mulliken_spin": [2.6793, 0.0717, -0.0656, 0.0318, 0.0070, -0.0051, 0.0062, 0.0071, -0.0575, 0.0083, -0.0002, -0.0207, -0.0027, 0.0002, 0.0016, 0.0000, 0.0032, 0.0006, -0.0012, 0.0002, -0.0001, 0.0003, -0.0047, 0.0164, 0.0013, 0.0026, -0.0027, 0.0006, 0.0031, 0.0030, 0.0000, 0.0000, 0.0001, 0.0002, 0.0155, 0.0001, -0.0004, -0.0023, 0.0000, -0.0534, 0.0774, 0.0068, 0.0038, 0.0368, 0.0059, -0.1405, -0.0030, 0.0248, 0.0151, -0.0005, 0.0004, -0.0004, 0.0028, 0.0016, -0.1554, 0.1805, 0.0082, 0.0064, 0.0046, 0.0041, 0.0045, -0.0004, 0.0065, -0.0063, 0.0252, -0.0642, 0.0077, 0.0071, 0.0111, -0.0133, -0.3462, 0.6352, -0.1310, 0.2142, 0.3636, 0.2830, 0.0873, -0.0127, 0.0003, 0.0011, 0.0004, -0.0002, 0.0033, -0.0050, 0.0018, 0.0608, -0.0138, -0.0224, 0.0303, -0.0143, 0.0012, -0.8754, 0.0255, 0.0122],
  "spin_multiplicity": 4,
  "charge": -2,
  "energy_ha": -3190.4818,
  "max_force_ha_per_bohr": 0.0138,
  "orbital_gap_ev": [3.484, 5.260],
  "s_squared": 4.237,
  "homo_ev": [0.7, -1.1]
}